(w)
11
Properties=species:S:1:pos:R:3:nbo_charge:R:1 method="wB97M-V/def2-TZVPD" homo_lumo_gap_ev="8.166 / 8.562" homo_energy_ev="-8.01 / -8.01" lumo_ev="0.16 / 0.55"
C 1.0689 0.4310 1.2900 -0.47
C -0.7907 -1.0901 -0.4955 -0.47
N -0.6642 0.3711 -0.3798 -0.55
S 0.0186 1.0873 -1.6909 0.25
H 1.9820 -0.1748 1.0480 0.18
H 1.0428 1.4059 1.0473 0.16
H 0.3186 0.1020 2.1168 0.19
H 0.0795 -1.5014 -0.9276 0.19
H -1.2560 -1.6503 0.3874 0.22
H -1.5538 -1.2219 -1.2532 0.20
H -0.2458 2.2413 -1.1424 0.11

***

(x)
11
Properties=species:S:1:pos:R:3:nbo_charge:R:1 method="wB97M-V/def2-TZVPD" homo_lumo_gap_ev=9.376 homo_energy_ev=-8.69 lumo_ev=0.68
C 0.6248 0.2607 -0.4768 -0.24
C -0.6209 0.9719 0.2772 -0.52
H 0.7730 -2.0284 -0.6623 0.36
H 1.3266 -0.8529 0.9197 0.36
H 1.5016 0.9874 -0.4895 0.17
H 0.3950 0.0815 -1.4275 0.18
H -0.1396 1.3859 1.2450 0.22
H -0.9023 1.9736 -0.1887 0.22
H -1.5815 -1.4333 0.6890 0.18
N 0.6097 -1.0025 0.2523 -0.84
S -1.9864 -0.3439 -0.1384 -0.10

***

The structure with the most favorable energy is (x); the runner-up is 0.909 eV above it.

***

(w)
10
Properties=species:S:1:pos:R:3:nbo_charge:R:1 method="wB97M-V/def2-TZVPD" homo_lumo_gap_ev="7.552 / 11.182" homo_energy_ev="-8.01 / -10.58" lumo_ev="-0.45 / 0.60"
C -1.1026 0.1513 0.6425 -0.71
C -0.6316 -0.6609 -0.4552 -0.28
N 2.0392 -0.0162 -0.6950 -0.08
F 2.2147 0.3248 0.6381 -0.26
H -0.8724 1.2111 0.3093 0.22
H -2.1359 0.1404 1.0179 0.23
H -0.4499 0.0524 1.4458 0.22
H 0.2101 -1.4619 -0.3604 0.22
H -1.3825 -0.6809 -1.3314 0.17
H 2.1110 0.9399 -1.2117 0.28

***

(x)
10
Properties=species:S:1:pos:R:3:nbo_charge:R:1 method="wB97M-V/def2-TZVPD" homo_lumo_gap_ev=10.628 homo_energy_ev=-9.82 lumo_ev=0.80
C -0.9685 -0.9916 0.2239 -0.43
C -0.0352 1.1222 -0.3455 -0.13
N -0.2987 -0.1252 -0.5563 -0.38
F 2.7677 0.1889 -0.0614 -0.56
H -1.7961 -1.3388 -0.2701 0.22
H -0.4237 -1.9276 0.4483 0.22
H -1.3270 -0.5195 1.2120 0.15
H 0.6212 1.5820 -1.1220 0.20
H 1.8944 0.3395 -0.0591 0.55
H -0.4341 1.6701 0.5301 0.16

***

The structure with the most favorable energy is (x); the runner-up is 4.586 eV above it.

***

(w)
51
Properties=species:S:1:pos:R:3:nbo_charge:R:1 method="wB97M-V/def2-TZVPD" homo_lumo_gap_ev=8.009 homo_energy_ev=-8.21 lumo_ev=-0.20
C -7.1731 -1.1799 -0.7613 -0.61
H -7.0444 -2.1020 -0.2015 0.21
H -7.0558 -1.3992 -1.8187 0.20
H -8.1811 -0.8057 -0.6005 0.21
C -6.1553 -0.1447 -0.2875 -0.21
N -4.8022 -0.6768 -0.3161 -0.45
C -4.2290 -0.6397 -1.6523 -0.21
C -2.9077 -1.3928 -1.7570 -0.62
H -2.9946 -2.3632 -1.2753 0.21
H -2.0908 -0.8407 -1.2985 0.20
H -2.6608 -1.5454 -2.8049 0.22
H -4.0943 0.3948 -2.0155 0.16
H -4.9508 -1.1238 -2.3137 0.20
C -3.9459 -0.1563 0.7299 -0.21
H -4.4488 -0.3469 1.6839 0.19
C -3.5943 1.3390 0.6406 -0.44
C -2.6758 1.7804 1.7824 -0.22
N -1.3772 1.1499 1.7135 -0.60
C -0.3382 1.7321 1.0703 0.64
O -0.3759 2.8619 0.6177 -0.62
C 0.8798 0.9096 0.9709 -0.29
C 1.1384 -0.3890 1.3039 -0.17
C 2.4652 -0.7680 1.0084 -0.20
C 3.2037 0.2631 0.4458 -0.15
C 4.5701 0.0995 0.0723 -0.06
C 5.3529 1.1091 -0.4941 -0.18
C 6.6710 0.8849 -0.8319 -0.03
C 7.2167 -0.3816 -0.5969 -0.17
C 6.4673 -1.3933 -0.0407 -0.24
C 5.1336 -1.1710 0.3035 0.18
N 4.3707 -2.1689 0.8600 -0.57
C 3.0490 -2.0801 1.2454 0.66
O 2.4772 -3.0367 1.7310 -0.61
H 4.8083 -3.0699 1.0118 0.41
H 6.9044 -2.3657 0.1332 0.21
H 8.2481 -0.5663 -0.8588 0.21
C 7.5187 1.9646 -1.4301 -0.63
H 8.3104 2.2481 -0.7372 0.22
H 7.9897 1.6156 -2.3475 0.22
H 6.9241 2.8458 -1.6542 0.22
H 4.8980 2.0744 -0.6616 0.21
S 2.2638 1.6997 0.2763 0.51
H 0.4391 -1.0800 1.7397 0.23
H -1.3036 0.1915 2.0095 0.40
H -3.1281 1.5454 2.7497 0.19
H -2.5032 2.8574 1.7151 0.24
H -4.5084 1.9337 0.6769 0.21
H -3.0895 1.5472 -0.3038 0.21
H -3.0281 -0.7474 0.7197 0.19
H -6.2505 0.7693 -0.8978 0.17
H -6.3925 0.1184 0.7460 0.19

***

(x)
51
Properties=species:S:1:pos:R:3:nbo_charge:R:1 method="wB97M-V/def2-TZVPD" homo_lumo_gap_ev=9.144 homo_energy_ev=-8.72 lumo_ev=0.43
C -0.2555 2.2998 -1.9737 -0.64
C -0.5555 1.2332 -0.9736 0.13
C 0.2039 0.8623 0.1096 -0.24
S -0.5594 -0.4117 0.9891 0.54
C -1.8488 -0.3533 -0.1674 -0.06
N -1.7037 0.5331 -1.1030 -0.44
C -3.0171 -1.2477 -0.0396 0.63
O -3.1497 -2.0243 0.8866 -0.62
N -3.8914 -1.1014 -1.0563 -0.60
H -3.6844 -0.3963 -1.7481 0.42
C -5.1711 -1.7619 -1.0908 -0.22
C -6.3469 -0.7907 -0.9592 -0.40
H -6.3288 -0.0822 -1.7906 0.19
H -7.2605 -1.3814 -1.0489 0.21
C -6.3672 -0.0232 0.3728 -0.23
C -5.5814 1.2844 0.2853 -0.60
H -6.0184 1.9389 -0.4673 0.20
H -4.5407 1.1078 0.0284 0.21
H -5.6088 1.8014 1.2421 0.21
C -7.8077 0.2745 0.7878 -0.60
H -8.3696 -0.6468 0.9234 0.21
H -7.8277 0.8262 1.7246 0.21
H -8.3049 0.8735 0.0271 0.20
H -5.9084 -0.6531 1.1418 0.20
H -5.1728 -2.4706 -0.2590 0.23
H -5.2618 -2.3191 -2.0304 0.19
C 1.5221 1.3905 0.5863 0.20
C 1.4140 2.8552 1.0153 -0.61
H 1.1360 3.4814 0.1731 0.21
H 2.3693 3.1878 1.4159 0.22
H 0.6611 2.9473 1.7939 0.23
C 2.6710 1.1324 -0.4107 -0.48
C 3.5698 0.2430 0.4227 0.16
N 3.0863 0.0084 1.5790 -0.07
O 1.8954 0.6196 1.7616 -0.36
C 4.8401 -0.2948 -0.0199 -0.01
C 5.3331 -0.0230 -1.2961 -0.21
C 6.5490 -0.5439 -1.6983 -0.21
C 7.2870 -1.3391 -0.8379 -0.21
C 6.8036 -1.6148 0.4326 -0.19
C 5.5909 -1.0989 0.8414 -0.20
H 5.1987 -1.3028 1.8249 0.23
H 7.3776 -2.2356 1.1044 0.21
H 8.2362 -1.7436 -1.1564 0.21
H 6.9224 -0.3281 -2.6887 0.21
H 4.7671 0.5949 -1.9774 0.21
H 3.1764 2.0547 -0.7005 0.23
H 2.3304 0.6108 -1.3071 0.24
H 0.8133 2.4688 -2.0647 0.21
H -0.6604 2.0050 -2.9385 0.24
H -0.7359 3.2327 -1.6791 0.23

***

The structure with the most favorable energy is (w); the runner-up is 1.957 eV above it.

***

(w)
17
Properties=species:S:1:pos:R:3:mulliken_spin:R:1 method="wB97M-V/def2-TZVPD" homo_lumo_gap_ev="7.179 / 6.099" charge=-1 homo_energy_ev="-2.92 / -2.91" spin_multiplicity=2 lumo_ev="4.26 / 3.19" s2=0.754
C -2.0298 -0.9856 -0.2316 0.00
N -0.5139 1.6206 1.6002 0.94
C 0.5051 1.2812 0.6425 -0.07
C 1.6542 -0.8587 0.0422 0.01
C 1.1719 -0.0540 0.9756 0.08
H -2.4940 -1.9711 -0.3197 0.00
H -1.9806 -0.6318 0.7951 0.00
H -2.5680 -0.2923 -0.8746 0.00
H -1.0040 -0.9906 -0.6091 0.00
H 1.3485 1.9873 0.6035 -0.01
H 0.0453 1.1938 -0.3524 0.07
H 2.0722 -1.8232 0.3243 0.00
H 1.4929 -0.5770 -1.0428 0.00
H 1.0276 -0.3460 2.0221 -0.02
H 1.0490 0.0679 -3.1629 0.00
H -0.2843 2.5396 1.9836 -0.02
O 0.5081 -0.1602 -2.3961 0.01

***

(x)
17
Properties=species:S:1:pos:R:3:mulliken_spin:R:1 method="wB97M-V/def2-TZVPD" homo_lumo_gap_ev="2.647 / 9.118" charge=-1 homo_energy_ev="1.13 / -5.54" spin_multiplicity=2 lumo_ev="3.78 / 3.58" s2=0.751
N -1.0261 1.1326 0.2620 -0.28
C 0.0925 1.8960 -0.2258 0.05
C 0.7789 0.9802 -1.2488 -0.07
C 0.6375 -0.4009 -0.5976 0.25
C -0.5641 -0.2635 0.4047 1.36
H -1.7688 1.2304 -0.4173 -0.03
H -0.1794 2.8317 -0.7313 0.02
H 0.7496 2.2086 0.5916 0.01
H 0.3400 1.0708 -2.2439 0.00
H 1.8169 1.2893 -1.3805 0.01
H 0.3990 -1.1534 -1.3492 -0.17
H 1.5520 -0.6232 -0.0529 -0.05
H -1.4104 -0.8922 0.1694 -0.16
H -0.0932 -0.4397 1.3588 -0.05
H -0.1033 -2.7136 2.5492 0.01
H -0.6679 -3.4977 1.2219 -0.10
O -0.5534 -2.6554 1.6898 0.20

***

The structure with the most favorable energy is (x); the runner-up is 1.353 eV above it.

***

(w)
8
Properties=species:S:1:pos:R:3:nbo_charge:R:1 method="wB97M-V/def2-TZVPD" homo_lumo_gap_ev=10.409 homo_energy_ev=-9.78 lumo_ev=0.63
C -0.6283 0.2423 0.3710 0.24
H 2.2472 -0.0103 0.8827 0.47
H 0.3155 -1.2373 -0.7535 0.37
H -0.3478 1.0387 1.0786 0.18
H -2.3885 1.0064 -0.0972 0.34
N 0.3745 -0.7355 0.0590 -0.34
N -1.6895 0.3206 -0.4295 -0.66
O 1.6436 0.0816 -0.0929 -0.60

***

(x)
8
Properties=species:S:1:pos:R:3:nbo_charge:R:1 method="wB97M-V/def2-TZVPD" homo_lumo_gap_ev=10.364 homo_energy_ev=-9.54 lumo_ev=0.82
C -0.5854 -0.4139 -0.2685 0.27
H 1.9208 -0.2996 0.8202 0.45
H 0.4840 1.2451 0.1110 0.34
H -0.2629 -1.4760 -0.3924 0.15
H -2.2128 0.8532 0.4263 0.38
N 0.5765 0.4264 -0.4896 -0.33
N -1.7268 -0.1126 -0.1032 -0.68
O 1.8067 -0.2226 -0.1037 -0.58

***

The structure with the most favorable energy is (w); the runner-up is 0.197 eV above it.

***

(w)
8
Properties=species:S:1:pos:R:3:nbo_charge:R:1 method="wB97M-V/def2-TZVPD" homo_lumo_gap_ev=10.419 homo_energy_ev=-9.74 lumo_ev=0.68
C -0.3192 -0.2262 0.7943 0.75
N -0.0177 -1.1520 -0.2044 -0.82
N -0.0626 1.0091 0.4978 -0.81
O -0.8424 -0.5451 1.9212 -0.68
H 0.2742 -0.7212 -1.0379 0.36
H -0.6804 -1.8122 -0.2834 0.39
H 0.2370 1.2420 -0.3870 0.38
H -0.1236 1.7249 1.2944 0.43

***

(x)
8
Properties=species:S:1:pos:R:3:nbo_charge:R:1 method="wB97M-V/def2-TZVPD" homo_lumo_gap_ev=9.782 homo_energy_ev=-8.91 lumo_ev=0.87
C -0.4838 -1.5710 -0.7194 0.15
N -1.0955 -1.4323 0.2202 -0.44
N 0.2005 0.9748 0.4443 -0.38
O 0.9188 0.6604 -0.6854 -0.74
H 0.2568 -1.5893 -1.5178 0.27
H -0.6013 0.3622 0.5877 0.39
H -0.0207 1.8896 0.4406 0.37
H 0.8252 0.7055 1.2298 0.37

***

(y)
8
Properties=species:S:1:pos:R:3:nbo_charge:R:1 method="wB97M-V/def2-TZVPD" homo_lumo_gap_ev="9.812 / 9.795" homo_energy_ev="-10.49 / -10.27" lumo_ev="-0.68 / -0.48"
C 1.3535 -0.5905 -0.2572 0.87
N 2.2196 0.2384 -0.2442 -0.78
N -1.5745 -0.1287 -0.3636 -0.70
O 0.4759 -1.3809 -0.4274 -0.53
H -1.0534 1.3727 0.9481 0.07
H 2.7887 0.8203 0.3259 0.44
H -1.8104 -0.8249 0.3747 0.32
H -2.3993 0.4936 -0.3563 0.31

***

(z)
8
Properties=species:S:1:pos:R:3:nbo_charge:R:1 method="wB97M-V/def2-TZVPD" homo_lumo_gap_ev=10.444 homo_energy_ev=-9.69 lumo_ev=0.76
C -0.9590 0.2519 -0.0086 -0.43
N 1.5278 0.4698 -0.2334 0.26
N 0.3759 -0.2951 0.1134 -0.47
O 2.5478 -0.1919 -0.2070 -0.36
H -0.8492 1.0642 -0.7046 0.22
H -1.6716 -0.5320 -0.3024 0.21
H -1.5353 0.5442 0.8582 0.20
H 0.5638 -1.3111 0.4844 0.38

***

The structure with the most favorable energy is (w); the runner-up is 3.169 eV above it.